Computed, not measured: a cluster of 4 separate species, C17H33BBr6NO7 in total in a non-equilibrium geometry, with ωB97M-V/def2-TZVPD.

As for the max |F|: 2.87 eV/Å. The calculation puts the HOMO-LUMO gap at 5.86 eV. The value obtained for the LUMO energy is 1.76 eV. The total energy is -454921.1496 eV. The charge is -1.

Geometry as XYZ:
```
65
Properties=species:S:1:pos:R:3:nbo_charge:R:1
C -1.60 -8.04 -0.13 -0.63
C -1.40 -6.97 0.93 -0.06
O -1.06 -5.73 0.35 -0.54
C 0.33 -5.41 0.44 -0.09
C 0.63 -4.19 -0.40 -0.08
O 0.44 -3.01 0.34 -0.54
C 1.50 -2.09 0.60 0.33
C 2.88 -2.60 0.25 -0.46
C 3.25 -2.63 -1.25 -0.62
C 1.42 -1.71 2.14 0.73
O 0.29 -1.59 2.60 -0.77
O 2.49 -1.46 2.65 -0.76
N 1.20 -0.84 -0.17 -0.79
C -0.23 -0.49 -0.12 -0.24
C -0.51 0.80 -0.91 0.05
C -1.59 0.79 -1.91 -0.14
O -0.16 0.83 -2.27 -0.51
B 2.10 0.28 0.18 1.26
O 3.24 0.51 -0.58 -0.93
O 1.86 1.17 1.18 -0.90
H -2.10 -7.62 -1.00 0.21
H -0.66 -8.48 -0.46 0.20
H -2.21 -8.86 0.27 0.20
H -2.33 -6.82 1.48 0.17
H -0.63 -7.28 1.64 0.16
H 0.56 -5.16 1.48 0.19
H 0.93 -6.27 0.13 0.15
H 1.61 -4.30 -0.85 0.18
H -0.09 -4.20 -1.22 0.18
H 3.62 -2.04 0.80 0.26
H 2.94 -3.62 0.64 0.20
H 3.90 -3.49 -1.44 0.19
H 3.82 -1.75 -1.53 0.21
H 2.39 -2.74 -1.90 0.20
H -0.58 -0.32 0.91 0.21
H -0.81 -1.27 -0.60 0.21
H -0.39 1.75 -0.36 0.18
H -2.06 1.73 -2.18 0.19
H -1.96 -0.15 -2.29 0.19
H 3.03 0.41 -1.51 0.50
H 1.11 0.90 1.73 0.50
Br 4.34 3.97 -3.03 -0.03
C 4.11 4.91 -1.34 -0.44
C 3.19 4.20 -0.40 -0.46
Br 1.33 4.38 -0.93 -0.02
H 3.76 5.91 -1.59 0.22
H 5.11 4.98 -0.91 0.22
H 3.25 4.63 0.60 0.23
H 3.38 3.13 -0.34 0.27
Br -3.07 3.69 -0.70 0.02
C -4.92 4.24 -0.92 -0.46
C -5.70 3.23 -1.72 -0.45
Br -5.28 3.32 -3.61 -0.01
H -4.91 5.22 -1.38 0.23
H -5.33 4.32 0.09 0.23
H -6.77 3.44 -1.64 0.22
H -5.50 2.21 -1.40 0.24
Br -0.44 3.86 3.06 0.02
C -1.49 5.45 3.39 -0.46
C -1.85 6.17 2.12 -0.45
Br -0.33 7.11 1.37 -0.02
H -0.90 6.08 4.06 0.22
H -2.39 5.12 3.91 0.22
H -2.61 6.93 2.31 0.22
H -2.19 5.48 1.35 0.24
```